Record 1
Here is C7H17P in the gas phase at a distorted geometry from the Open Molecules 2025 dataset. Energies are from ωB97M-V/def2-TZVPD.

Geometry as XYZ:
```
25
Properties=species:S:1:pos:R:3:forces:R:3:nbo_charge:R:1
C -2.71094 -1.28229 0.82280 1.5 1.4 1.6 -0.615
C 2.43473 -1.51891 -0.60031 1.1 -1.8 -2.1 -0.622
C -1.92614 -0.37210 -0.13464 0.1 -0.9 -0.4 -0.403
C -0.82302 1.83100 -0.45005 0.6 0.4 -1.5 -0.620
C 1.96470 1.41438 0.73746 1.3 -2.0 -0.3 -0.951
C 1.12178 -0.87200 -0.74255 -1.5 -1.8 3.4 -0.645
C -0.95919 0.64633 0.47296 0.8 0.2 -0.2 -0.493
P 0.76027 0.02211 0.92384 -0.6 -1.7 -0.5 0.740
H -2.10173 -1.18547 1.73451 -0.6 -0.6 0.3 0.207
H -2.62933 -2.27173 0.49619 -0.3 -1.6 -0.3 0.208
H 3.16727 -0.71505 -0.67773 0.6 -0.6 0.4 0.205
H 2.42771 -2.10832 0.28727 0.6 0.1 1.2 0.215
H 2.66941 -2.36007 -1.36865 -0.4 1.8 0.6 0.205
H -3.74809 -1.00573 1.06761 0.5 0.0 -0.4 0.209
H -2.68113 0.32118 -0.43615 -0.5 0.1 -1.7 0.212
H -1.40604 -1.04090 -0.92185 -1.3 1.7 0.8 0.208
H -1.70162 2.22664 -0.94405 -1.1 0.1 0.8 0.211
H -0.31781 1.58902 -1.41398 0.6 -0.1 0.9 0.201
H -0.32905 2.64922 0.06961 0.2 0.1 -0.4 0.208
H 2.94797 0.96520 1.12874 -1.5 1.1 0.3 0.243
H 2.25443 1.49037 -0.31757 -0.6 0.9 0.0 0.221
H 1.56929 2.28002 1.25441 0.6 0.3 -0.1 0.240
H 0.31633 -1.57352 -0.98036 0.3 0.0 0.3 0.210
H 1.07923 -0.13012 -1.40989 0.1 2.7 -3.0 0.194
H -1.37902 1.00073 1.40239 -0.3 0.1 0.5 0.215
```
Positions in Å, forces in eV/Å.

The maximum force comes out at 4.1 eV/A. The total energy is -618.188767 a.u. The calculation puts the energy relative to the best compared isomer or geometry (same formula, charge and spin) at 37.48 kcal per mole. The HOMO energy comes out at -0.2996 hartree.

=====

Record 2
Here is C7H18AuBrI2OP2 as an isolated structure at a distorted geometry from the Open Molecules 2025 dataset. Energies are from ωB97M-V/def2-TZVPD.

Geometry as XYZ:
```
32
Properties=species:S:1:pos:R:3:forces:R:3:nbo_charge:R:1
I 0.04558 -2.02739 -2.24362 0.2 -0.5 -0.2 0.331
I -0.07666 2.78064 -2.27605 0.0 -0.1 -0.1 0.284
Au -0.00030 -0.06003 -0.49499 0.2 -0.2 0.7 0.756
P -2.35507 -0.22149 -0.25818 -1.5 -0.3 -0.1 1.046
C -3.17450 1.29570 0.26346 0.2 0.3 0.0 -0.982
C -3.08575 -0.66960 -1.87471 0.3 0.1 0.4 -0.954
H -4.15261 -0.86956 -1.74649 0.1 0.0 -0.1 0.277
H -3.99506 -1.57699 0.87900 0.1 0.1 -0.1 0.277
H -2.56048 -1.55159 -2.26167 -0.6 0.3 0.0 0.243
H -2.46147 -2.44405 0.64682 0.0 -0.1 0.1 0.258
H -2.96492 2.09368 -0.45821 -0.1 -0.1 0.1 0.262
H -2.93307 0.17094 -2.55563 -0.1 -0.1 -0.1 0.265
C -2.90640 -1.48893 0.92151 0.5 0.0 -0.1 -0.960
H -4.25890 1.11273 0.29449 0.3 0.0 0.0 0.285
H -2.57880 -1.23156 1.93281 -0.2 0.0 -0.2 0.288
H -2.82914 1.60648 1.25927 -0.1 -0.1 -0.3 0.284
P 2.37363 -0.12724 -0.22414 1.0 0.0 -0.5 1.067
C 3.11652 1.41581 0.31622 -0.1 0.3 0.1 -0.987
C 2.95265 -1.38117 0.92605 -0.4 -0.1 0.0 -0.972
H 2.67489 -1.44400 -2.22315 0.5 0.4 0.1 0.243
H 4.20646 -0.63880 -1.74437 -0.3 0.1 0.0 0.281
H 2.89736 0.31906 -2.53057 0.1 -0.3 0.1 0.265
C 3.12077 -0.50961 -1.84453 -0.2 0.0 0.1 -0.964
H 2.54273 -2.34684 0.64599 0.0 -0.2 0.0 0.265
H 4.03992 -1.42635 0.88707 0.1 0.1 0.0 0.277
H 4.20713 1.26874 0.35501 -0.3 0.1 0.0 0.283
H 2.74727 1.68006 1.31595 0.1 -0.1 -0.2 0.284
H 2.61354 -1.13702 1.93012 0.1 0.0 0.0 0.288
H 2.88217 2.22535 -0.38652 0.1 -0.1 0.2 0.264
C -0.04252 2.05843 -0.15129 0.1 3.0 2.2 0.195
O -0.03605 2.80033 0.76134 0.0 -2.4 -2.4 -0.427
Br -0.00344 -0.16903 2.09891 0.0 -0.1 0.3 -0.321
```
Positions in Å, forces in eV/Å.

The expectation value of S² is 2.055. Its multiplicity is 3. Its total charge is +2. The maximum force comes out at 3.7 eV/A. The total energy is -4339.936963 a.u. The calculation puts the energy relative to the best compared isomer or geometry (same formula, charge and spin) at 0.00 kcal per mole. The HOMO energy (alpha / beta) comes out at -0.5774 / -0.6026 hartree.

=====

Record 3
Here is a 3-piece molecular cluster, C7H18B2Br2INO12PS2 overall from the Open Molecules 2025 dataset. Energies are from ωB97M-V/def2-TZVPD.

Geometry as XYZ:
```
46
Properties=species:S:1:pos:R:3:forces:R:3:nbo_charge:R:1
C 5.77066 1.76829 0.25739 0.0 0.0 0.3 -0.652
C 4.71405 2.79448 -0.11410 0.2 0.1 -0.1 -0.208
Br 5.61263 4.56455 0.07387 0.0 0.0 0.0 -0.076
C 4.00086 2.69967 -1.47426 -0.2 0.0 0.2 -0.488
Br 5.10526 1.69458 -2.77020 0.1 0.0 0.0 -0.061
B 2.43972 2.20843 -1.32764 0.2 -0.1 0.2 -0.621
I 1.45926 2.04844 -3.35564 0.0 0.1 -0.1 -0.124
B 1.49075 3.40401 -0.51433 0.0 0.1 -0.1 0.934
N 1.96112 4.76247 -0.08504 0.0 -0.1 0.3 -1.177
O 0.16862 3.14879 -0.25866 0.2 -0.7 0.3 -0.886
P 2.18293 0.46761 -0.48731 -0.3 0.1 -0.4 2.191
O 0.84318 -0.14420 -0.54194 -0.1 -0.1 0.2 -1.133
O 3.23642 -0.60710 -1.10217 0.0 -0.2 0.3 -0.999
O 2.59630 0.57738 1.09932 0.0 0.0 0.0 -1.000
H 5.36380 0.75324 0.25156 0.0 0.0 -0.1 0.199
H 6.12495 1.97026 1.26995 0.0 0.0 0.0 0.219
H 6.62339 1.81854 -0.41505 -0.1 -0.1 -0.1 0.241
H 3.95675 2.83552 0.66777 0.0 0.1 0.0 0.210
H 4.00098 3.69538 -1.90928 -0.1 -0.1 -0.1 0.240
H 2.78873 4.73848 0.50160 0.1 0.0 -0.1 0.371
H 2.23624 5.31167 -0.89461 0.0 0.0 0.0 0.383
H -0.12325 3.60852 0.53381 -0.2 0.6 -0.3 0.486
H 4.15998 -0.34203 -1.04787 0.1 0.1 -0.3 0.487
H 3.47797 0.93021 1.24717 0.1 0.0 0.0 0.476
C -1.94473 -2.12133 1.55145 0.1 0.0 0.1 -0.106
C -0.79811 -2.52774 0.65295 -0.1 0.1 -0.2 -0.122
O -0.19202 -3.63344 1.37743 0.0 0.1 0.1 -0.692
S -1.29466 -4.46024 2.14191 0.0 -0.1 0.0 2.560
O -1.69880 -5.59953 1.38655 0.0 0.0 0.0 -0.930
O -0.87833 -4.63728 3.49078 0.0 0.0 0.0 -0.919
O -2.45832 -3.38380 2.05358 -0.1 0.0 0.0 -0.712
H -1.60678 -1.52202 2.39671 0.0 0.0 0.0 0.194
H -2.75714 -1.61920 1.03813 0.1 0.0 0.0 0.234
H -0.06396 -1.73688 0.49577 0.1 -0.1 0.0 0.292
H -1.14560 -2.89993 -0.31155 0.0 0.0 0.0 0.184
C -5.58686 -2.80078 -1.10250 0.1 -0.1 0.1 -0.100
C -6.79549 -2.55539 -0.21864 -0.1 0.0 -0.1 -0.100
O -6.41615 -1.41119 0.55788 0.0 0.0 0.0 -0.690
S -5.49613 -0.43392 -0.31185 0.1 -0.1 0.0 2.555
O -6.27511 0.61328 -0.86482 0.0 0.0 0.0 -0.894
O -4.32904 -0.16244 0.44609 -0.1 0.2 0.0 -0.900
O -5.16258 -1.47856 -1.46843 -0.1 0.0 -0.1 -0.686
H -4.78063 -3.29882 -0.56140 0.0 0.0 0.0 0.204
H -5.82098 -3.34894 -2.01052 0.0 0.1 0.0 0.212
H -7.00602 -3.37642 0.46054 0.0 0.0 0.1 0.214
H -7.68387 -2.31261 -0.80438 0.0 0.0 0.0 0.190
```
Positions in Å, forces in eV/Å.

Its total charge is -1. The maximum force comes out at 0.8 eV/A. The total energy is -7868.598971 a.u. The calculation puts the energy relative to the best compared isomer or geometry (same formula, charge and spin) at 0.00 kcal per mole. The HOMO energy comes out at -0.1903 hartree.

=====

Record 4
Here is a 2-piece molecular cluster, C7H18B2F4O3P overall from the Open Molecules 2025 dataset. Energies are from ωB97M-V/def2-TZVPD.

Geometry as XYZ:
```
35
Properties=species:S:1:pos:R:3:forces:R:3:nbo_charge:R:1
C 3.69353 -0.97848 0.17597 0.0 -0.1 0.2 -0.261
O 3.80561 0.23241 -0.55676 0.0 -0.1 -0.2 -0.552
C 2.61610 0.99267 -0.57642 0.0 0.3 0.0 -0.059
C 1.54439 0.40769 -1.48024 -0.2 0.1 0.0 -0.437
C 0.30743 1.30377 -1.63788 0.0 -0.1 -0.1 -0.374
C -0.24818 1.84526 -0.32259 -0.2 -0.6 -0.2 -0.411
C -0.84658 0.70542 0.52667 0.1 0.4 0.4 -0.394
C -2.34767 0.91623 0.83865 -0.4 0.0 0.0 -0.801
B -3.26591 0.41195 -0.31057 0.2 0.3 0.0 0.274
P -3.56486 -1.48650 -0.54703 -0.2 -0.2 0.2 1.077
O -2.14623 -1.95400 -1.26960 -0.1 0.0 -0.1 -0.962
O -4.60674 -1.52210 -1.85040 -0.2 0.0 0.0 -1.011
H 4.36699 -1.70736 -0.27232 0.1 0.0 -0.1 0.170
H 2.68321 -1.38675 0.17458 0.0 0.0 0.0 0.202
H 3.98609 -0.83110 1.21810 -0.1 0.1 0.1 0.178
H 2.89186 1.97597 -0.96953 0.1 0.0 0.0 0.168
H 2.25018 1.15336 0.44184 0.0 -0.2 0.1 0.175
H 1.21549 -0.56187 -1.10331 0.1 -0.1 0.0 0.214
H 2.00386 0.25033 -2.45827 0.0 -0.1 0.0 0.201
H 0.48353 2.10256 -2.36340 0.2 0.1 0.1 0.193
H -0.47614 0.67696 -2.08475 -0.1 0.1 -0.1 0.171
H -1.01610 2.58708 -0.54756 0.0 0.1 0.1 0.194
H 0.53444 2.32701 0.25966 0.0 0.3 -0.1 0.205
H -0.32785 0.64221 1.48079 0.0 -0.1 0.0 0.256
H -0.68312 -0.26123 0.05103 0.0 -0.1 0.1 0.210
H -2.52730 1.97406 1.04182 0.1 0.1 0.1 0.209
H -2.58220 0.36992 1.75850 0.1 -0.1 0.0 0.276
H -3.82732 1.18501 -1.03822 -0.1 -0.1 0.0 -0.078
H -1.77021 -1.24270 -1.79810 0.2 0.0 0.0 0.476
H -4.15039 -1.77544 -2.65555 0.1 0.0 -0.2 0.484
B 0.40143 -1.67863 3.18230 0.0 0.1 0.0 1.347
F 1.24966 -0.78596 3.86865 0.0 0.0 0.0 -0.583
F -0.88399 -1.09976 3.07046 -0.1 0.0 0.0 -0.589
F 0.91561 -1.89280 1.87959 0.0 0.0 -0.1 -0.592
F 0.32142 -2.89520 3.87391 0.0 0.0 0.0 -0.576
```
Positions in Å, forces in eV/Å.

Its total charge is -1. The maximum force comes out at 0.6 eV/A. The total energy is -1294.059221 a.u. The HOMO energy comes out at -0.2167 hartree.